Entry 1:
The following is a quantum chemistry calculation of a structure of composition C19H16F6N4O4RuS6Sb, from the OMol25 dataset.

```
57
Properties=species:S:1:pos:R:3
Ru -1.6579 -0.1499 0.2140
S -1.6248 -3.8206 3.8150
Sb -1.8920 -1.5966 3.5786
S -3.5833 0.3933 1.3009
S -3.9240 -1.4882 0.7618
S -1.1418 -0.1093 5.1389
F -3.3924 5.7248 -2.3492
C -2.4247 5.1519 -1.6386
F -1.3418 5.0340 -2.4097
F -2.1225 5.9487 -0.6120
S -2.9493 3.5084 -0.9888
O -1.7588 2.9820 -0.3673
O -4.0971 3.7988 -0.1958
N -3.3286 2.8056 -2.3624
S -2.8219 1.4027 -2.7904
O -3.5458 0.9099 -3.9149
O -2.6242 0.4686 -1.6929
C -1.1173 1.6807 -3.4758
F -1.0696 2.8087 -4.1835
F -0.7941 0.6662 -4.2873
F -0.2038 1.7625 -2.5151
C -0.5794 -3.4016 -3.9636
N -0.1894 -2.4968 -2.9025
C 0.9708 -1.7628 -2.8342
C 0.8647 -0.9864 -1.7245
N -0.3373 -1.2400 -1.1082
C -0.9456 -2.1458 -1.8489
H 0.2139 -4.1237 -4.1501
H -0.7922 -2.8466 -4.8766
H -1.4755 -3.9352 -3.6569
H 1.7452 -1.8531 -3.5746
H 1.5638 -0.2725 -1.3290
H -1.9268 -2.5465 -1.6560
N -0.6543 -0.8434 1.8733
C 0.5930 -0.6559 2.0662
C 1.3027 0.4239 1.3299
C 0.6071 1.5801 0.9863
C 1.2298 2.5827 0.2549
C 2.5562 2.4408 -0.1249
C 3.2658 1.3009 0.2400
C 2.6457 0.2998 0.9696
C 1.4238 -1.4834 2.9863
C 2.2525 -0.8918 3.9401
C 3.0512 -1.6796 4.7475
C 3.0465 -3.0625 4.5944
C 2.2322 -3.6536 3.6442
C 1.4142 -2.8658 2.8442
H -0.4201 1.7100 1.3179
H 0.6665 3.4665 -0.0163
H 3.0426 3.2207 -0.6976
H 4.3036 1.1915 -0.0494
H 3.1932 -0.5917 1.2467
H 2.2395 0.1842 4.0605
H 3.6717 -1.2198 5.5061
H 3.6736 -3.6775 5.2279
H 2.2109 -4.7300 3.5365
H 0.7556 -3.3171 2.1150
```

Output
energy: -4577.163074 Ha
molecular weight: 893.58 g mol⁻¹
multiplicity: 5
HOMO (spin up / spin down): -4.52 / -4.97 eV
total charge: -1
lowest unoccupied orbital energy (spin up / spin down): 2.092 / 1.147 eV
energy relative to the best compared isomer or geometry (same formula, charge and spin): 34.9 kJ/mol

=====

Entry 2:
The following is a quantum chemistry calculation of a structure of composition C19H16FIN5OPdSe, from the OMol25 dataset.

```
45
Properties=species:S:1:pos:R:3
Pd 0.3513 -0.4986 -0.3992
O 0.1661 1.2519 -1.8740
N -0.9691 1.7807 -2.0765
C -1.0357 2.6421 -3.0802
C 0.0970 2.9447 -3.9082
N 0.9771 3.2323 -4.5911
C -2.3302 3.1874 -3.3612
N -3.3726 3.6249 -3.5814
F 2.7256 0.4796 5.2298
C 1.7792 0.3974 4.2512
C 1.2370 -0.8356 3.9528
C 0.2694 -0.9088 2.9621
C -0.1550 0.2331 2.2645
C -1.1140 0.1329 1.1798
C 0.4341 1.4611 2.6042
C 1.3982 1.5526 3.5955
H 1.5765 -1.7164 4.4795
H -0.1514 -1.8698 2.6905
H -1.5324 1.0602 0.7974
H -1.7939 -0.7111 1.1899
H 0.1361 2.3500 2.0610
H 1.8536 2.4974 3.8584
C -2.6533 -0.9301 -2.5078
N -1.3092 -1.2417 -2.9609
C -0.3583 -1.8747 -2.2204
Se -0.6516 -2.9213 -0.6800
N 0.7664 -1.9071 -2.9940
C 0.5736 -1.1955 -4.1641
C 1.4191 -0.8638 -5.2064
C 0.8800 -0.1078 -6.2385
C -0.4542 0.3048 -6.2210
C -1.2970 -0.0196 -5.1652
C -0.7546 -0.7789 -4.1438
H -2.8090 -1.4455 -1.5624
H -3.3832 -1.2839 -3.2372
H -2.7487 0.1443 -2.3643
H 1.6423 -2.2367 -2.6114
H 2.4599 -1.1565 -5.2070
H 1.5152 0.1907 -7.0608
H -0.8357 0.9110 -7.0307
H -2.3186 0.3340 -5.1249
I 3.4534 -1.5951 -0.1433
C 2.2991 0.2147 -0.1373
H 2.6472 0.8014 -0.9825
H 2.5145 0.6755 0.8222
```

Output
energy: -4009.479668 Ha
molecular weight: 661.65 g mol⁻¹
multiplicity: 3
HOMO (spin up / spin down): -3.73 / -4.85 eV
total charge: -1
lowest unoccupied orbital energy (spin up / spin down): 2.404 / 2.208 eV
energy relative to the best compared isomer or geometry (same formula, charge and spin): 8.3 kJ/mol

=====

Entry 3:
The following is a quantum chemistry calculation of a structure of composition C19H16FeN5O8S in a non-equilibrium geometry, from the OMol25 dataset.

```
50
Properties=species:S:1:pos:R:3
Fe 0.0738 0.1642 -0.0997
O -0.0733 2.5052 3.1972
C -0.2317 1.8961 2.1571
N 0.2617 0.6824 1.7696
C 0.9078 -0.1359 2.6350
O 1.1649 0.0079 3.8176
C 1.2969 -1.4384 1.9482
C 1.9447 -2.4347 2.6591
C 2.2334 -3.6313 2.0259
C 1.8795 -3.7911 0.6944
C 1.2591 -2.7365 0.0479
N 0.9658 -1.5939 0.6636
C -1.1392 2.4656 1.0769
C -1.8628 3.6248 1.2864
C -2.7427 4.0390 0.2994
C -2.8554 3.2966 -0.8652
C -2.0712 2.1640 -1.0116
N -1.2509 1.7570 -0.0485
H 2.1962 -2.2404 3.6924
H 2.7330 -4.4314 2.5581
H 2.0879 -4.7095 0.1628
H 0.9984 -2.7839 -1.0042
H -1.7228 4.1629 2.2134
H -3.3380 4.9340 0.4355
H -3.5270 3.5946 -1.6583
H -2.0681 1.5709 -1.9153
O -1.8928 -6.3073 -2.3288
C -2.9319 -6.1340 -1.3874
N -2.6997 -4.8334 -0.8129
C -3.5404 -4.3460 0.1245
O -4.5098 -4.9931 0.4949
C -3.2248 -2.9954 0.6908
C -3.9579 -2.5586 1.7853
C -3.6754 -1.3235 2.3371
C -2.6578 -0.5622 1.7804
N -1.9586 -0.9672 0.7279
C -2.2443 -2.1508 0.1943
H -2.0226 -7.1434 -2.7849
H -2.9058 -6.9002 -0.6067
H -3.9204 -6.1606 -1.8538
H -1.8684 -4.3494 -1.1053
H -4.7312 -3.2060 2.1778
H -4.2234 -0.9516 3.1918
H -2.3896 0.4023 2.1936
H -1.6530 -2.4028 -0.6809
O 0.1156 -0.0943 -1.9704
S 1.0652 1.1164 -2.2358
O 1.9999 0.7553 -3.2778
O 1.6960 1.2432 -0.8655
O 0.2386 2.2771 -2.5534
```

Output
energy: -3271.437895 Ha
molecular weight: 530.28 g mol⁻¹
multiplicity: 1
HOMO (spin up / spin down): -4.78 / -4.75 eV
total charge: -1
lowest unoccupied orbital energy (spin up / spin down): 2.002 / 2.002 eV
energy relative to the best compared isomer or geometry (same formula, charge and spin): 129.1 kJ/mol

=====

Entry 4:
The following is a quantum chemistry calculation of the molecule C19H16N2O in a non-equilibrium geometry, from the OMol25 dataset.

```
38
Properties=species:S:1:pos:R:3
O -2.6382 0.4467 -0.7046
C -1.5457 -0.0686 -0.3427
C -1.6823 -1.0168 0.7212
C -2.3908 -0.6733 1.8189
C -2.3012 -1.5837 2.9017
C -1.7523 -2.9042 2.8466
C -1.1821 -3.2899 1.5961
C -1.0912 -2.2895 0.6185
N -0.3159 0.3735 -0.9646
N 0.8354 -0.0555 -0.2684
C 1.2297 0.5089 0.9739
C 0.8187 1.7692 1.4998
C 1.4402 2.3554 2.6481
C 2.6246 1.6515 3.1988
C 3.0081 0.3706 2.6953
C 2.3342 -0.2106 1.6303
C -0.3100 0.6108 -2.3271
C -1.0266 -0.0909 -3.2478
C -0.7769 0.1638 -4.5805
C 0.1722 1.0984 -5.0097
C 0.8513 1.8172 -4.1087
C 0.4991 1.6537 -2.7770
H -2.7955 0.2698 2.0981
H -2.8345 -1.2684 3.7890
H -1.7916 -3.6741 3.6605
H -0.8129 -4.3427 1.4114
H -0.6113 -2.3658 -0.3772
H 1.4806 -0.7647 -0.5817
H 0.0457 2.2502 0.9836
H 1.1581 3.4430 2.8047
H 3.1998 2.1782 3.9448
H 3.8951 -0.1754 3.0585
H 2.7328 -1.0565 1.2003
H -1.6985 -0.9630 -3.0514
H -1.4533 -0.3067 -5.3461
H 0.2240 1.2642 -6.1184
H 1.5968 2.5540 -4.3633
H 0.8642 2.3213 -1.9310
```

Output
energy: -918.265606 Ha
molecular weight: 288.35 g mol⁻¹
multiplicity: 1
HOMO: -7.78 eV
lowest unoccupied orbital energy: 0.473 eV
energy relative to the best compared isomer or geometry (same formula, charge and spin): 264.2 kJ/mol

=====

Entry 5:
The following is a quantum chemistry calculation of a structure of composition C19H16N4O3Pb, from the OMol25 dataset.

```
43
Properties=species:S:1:pos:R:3
Pb -0.3401 -0.0722 -0.6309
O 6.7756 -4.2269 -0.0008
C 5.4388 -4.3506 0.0018
O 4.9340 -5.4368 -0.0194
C 4.6166 -3.0962 0.0220
C 5.1289 -1.8033 -0.0221
C 4.2962 -0.6989 -0.0484
C 2.9075 -0.8515 -0.0204
C 2.4023 -2.1571 0.0483
C 3.2323 -3.2532 0.0592
N 1.9858 0.1974 -0.0960
C 2.3473 1.4610 0.0385
C 1.4020 2.5100 -0.0197
C 1.7898 3.8613 0.0797
C 0.8413 4.8483 0.0745
C -0.5154 4.4889 0.0053
C -0.8394 3.1630 -0.1174
N 0.0824 2.1804 -0.1684
H 7.0724 -3.3134 0.0251
H 6.1968 -1.6228 -0.0508
H 4.7518 0.2791 -0.1131
H 1.3260 -2.2910 0.0955
H 2.8330 -4.2575 0.0913
H 3.3783 1.7324 0.2393
H 2.8417 4.1052 0.1425
H 1.1234 5.8906 0.1281
H -1.2944 5.2359 0.0324
H -1.8651 2.8309 -0.1888
O -2.7483 0.8164 -0.1798
N -4.0149 0.5176 -0.1132
C -4.7268 0.8803 0.9755
C -6.0718 0.6022 1.0733
C -6.7163 -0.0622 0.0396
C -5.9723 -0.4239 -1.0726
C -4.6279 -0.1262 -1.1275
H -4.1695 1.4036 1.7370
H -6.6090 0.9231 1.9537
H -7.7722 -0.2828 0.0970
H -6.4315 -0.9191 -1.9159
H -4.0017 -0.3647 -1.9733
N -3.0474 -2.7891 0.3065
C -2.0663 -2.1876 0.1841
H -3.8740 -3.3408 0.4284
```

Output
energy: -1370.924757 Ha
molecular weight: 555.56 g mol⁻¹
multiplicity: 2
HOMO (spin up / spin down): -8.90 / -11.16 eV
total charge: +1
lowest unoccupied orbital energy (spin up / spin down): -3.686 / -3.985 eV

=====

Entry 6:
The following is a quantum chemistry calculation of a structure of composition C19H16N4OS2Tl, from the OMol25 dataset.

```
43
Properties=species:S:1:pos:R:3
Tl 1.4029 0.2183 -0.9336
C 0.6698 4.9982 2.5391
C 1.5190 4.5560 1.5262
C 1.1238 3.5368 0.6874
C -0.1589 2.9602 0.8129
C -0.9990 3.4055 1.8572
C -0.5790 4.4087 2.7066
N -0.4911 1.9569 -0.0485
C -1.8007 1.7081 -0.3673
C -2.7761 2.7210 -0.4443
C -4.0621 2.4274 -0.8458
C -4.4246 1.1205 -1.1670
C -3.4854 0.1071 -1.1059
C -2.1820 0.3936 -0.7230
N -1.1702 -0.5975 -0.6777
N -1.5756 -1.7646 -0.5955
C -0.5588 -2.7685 -0.5778
C -1.0039 -4.0740 -0.4677
C -0.0567 -5.0867 -0.4316
C 1.2831 -4.7493 -0.5067
C 1.6262 -3.4080 -0.6156
N 0.7256 -2.4321 -0.6504
H 0.9850 5.7938 3.2008
H 2.4870 5.0210 1.3926
H 1.7679 3.2000 -0.1159
H -1.9548 2.9238 2.0133
H -1.2237 4.7309 3.5134
H -2.4895 3.7418 -0.2332
H -4.7904 3.2233 -0.9248
H -5.4356 0.8999 -1.4802
H -3.7435 -0.9094 -1.3654
H -2.0651 -4.2691 -0.4117
H -0.3621 -6.1205 -0.3450
H 2.0562 -5.5038 -0.4812
H 2.6663 -3.1082 -0.6760
C 4.2357 2.0450 2.6583
O 3.3769 1.0381 2.0727
C 2.2396 0.7978 2.6655
S 1.5724 1.5711 3.9742
S 1.1540 -0.3498 2.1049
H 5.1133 2.0765 2.0229
H 4.5051 1.7519 3.6712
H 3.7237 3.0056 2.6634
```

Output
energy: -1996.469184 Ha
molecular weight: 584.88 g mol⁻¹
multiplicity: 1
HOMO (spin up / spin down): -10.80 / -11.44 eV
total charge: +1
lowest unoccupied orbital energy (spin up / spin down): -5.196 / -4.820 eV
energy relative to the best compared isomer or geometry (same formula, charge and spin): 0.0 kJ/mol